Density functional theory data (ωB97M-V with the def2-TZVPD basis set) for one molecule with the formula C5H10O.

Structure (XYZ):
```
16
C5H10O, DFT ωB97M-V with the def2-TZVPD basis set
C -0.48442 -2.02520 0.57865
C 0.43659 -0.83842 0.46066
O 1.43996 -0.75638 1.13980
C -0.08063 0.31415 -0.39648
C 1.07321 0.88020 -1.20273
C -0.73030 1.37349 0.50702
H -1.50918 -1.68434 0.44445
H -0.35951 -2.90831 -0.06492
H -0.35091 -2.28183 1.62502
H -0.85393 -0.05862 -1.08364
H 1.48671 0.11011 -1.86298
H 1.86244 1.20596 -0.52088
H 0.74134 1.72204 -1.81513
H -0.00540 1.73551 1.24260
H -1.60322 0.98965 1.05038
H -1.06275 2.22201 -0.10183
```

Summary:
SMILES string ... CC(=O)C(C)C
LUMO ... 0.036 Eh
Electronic energy ... -7394.560 eV
Largest force on an atom ... 0.71 eV/Å
E_HOMO ... -9.5662 eV
ΔE to the lowest compared entry with this formula, charge and spin ... 4.7 kcal/mol

In the natural (NBO) picture, each atom carries the following charge in e: C -0.73; C 0.61; O -0.55; C -0.32; C -0.60; C -0.60; H 0.22; H 0.25; H 0.24; H 0.20; H 0.21; H 0.22; H 0.21; H 0.22; H 0.21; H 0.21


Density functional theory data (ωB97M-V with the def2-TZVPD basis set) for one molecule with the formula C2H3N3OS in a non-equilibrium geometry.

Structure (XYZ):
```
10
C2H3N3OS, DFT ωB97M-V with the def2-TZVPD basis set
H -2.84027 -1.23340 -0.18168
N -2.19305 -0.38964 -0.44854
C -0.94739 -0.24872 0.11582
N -0.11310 -1.24274 0.58120
O 1.04932 -1.36192 -0.16000
C 1.80840 -0.17448 -0.20176
N 1.36404 0.98628 -0.03406
S -0.39976 1.34605 0.10507
H -0.66727 -2.08817 0.16529
H 2.93782 -0.25787 -0.55934
```

Summary:
SMILES string ... [H]/N=C1\NOC=NS1
LUMO ... 0.010 Eh
Electronic energy ... -19471.309 eV
Largest force on an atom ... 6.63 eV/Å
E_HOMO ... -9.3183 eV
ΔE to the lowest compared entry with this formula, charge and spin ... 87.1 kcal/mol

In the natural (NBO) picture, each atom carries the following charge in e: H 0.36; N -0.71; C 0.16; N -0.34; O -0.36; C 0.36; N -0.60; S 0.54; H 0.38; H 0.22


Density functional theory data (ωB97M-V with the def2-TZVPD basis set) for a 2-piece molecular cluster, C28H30ClNO5 overall in a non-equilibrium geometry.

Structure (XYZ):
```
65
C28H30ClNO5, DFT ωB97M-V with the def2-TZVPD basis set
C -6.18332 3.80521 -2.29629
O -5.47164 3.49003 -1.07503
C -4.55415 2.48952 -1.07656
C -4.13070 1.99373 0.17285
C -3.36574 0.85711 0.22670
N -2.99038 0.21158 -0.90228
C -2.22444 -1.08750 -0.81976
C -0.74931 -0.91701 -0.99140
C -0.10874 0.02609 -0.18506
C 0.92934 0.94025 -0.61912
C 1.42365 1.00237 -1.94993
C 2.48442 1.82116 -2.26449
C 3.08319 2.64508 -1.27406
O 4.20181 3.33608 -1.63001
C 4.72624 4.36848 -0.75985
C 2.50630 2.70101 0.01840
C 1.48496 1.82926 0.33184
C 0.04082 -1.97353 -1.70113
C -0.70045 -3.18319 -2.23024
O 1.27214 -1.89911 -1.82706
C -3.24262 0.76643 -2.11535
C -4.03499 1.89150 -2.24591
H -6.96805 4.49305 -1.97280
H -5.52042 4.30531 -3.01778
H -6.62496 2.90981 -2.75814
H -4.44439 2.48180 1.08583
H -3.03919 0.41090 1.16699
H -2.42419 -1.53233 0.16835
H -2.64018 -1.75669 -1.58217
H -0.61537 0.29786 0.75493
H 1.00304 0.36170 -2.72506
H 2.89052 1.86284 -3.27020
H 5.63904 4.69093 -1.25597
H 4.03374 5.21428 -0.69114
H 4.95311 3.97857 0.23980
H 2.88405 3.41529 0.75729
H 1.11422 1.78117 1.36213
H -1.21644 -2.89807 -3.15708
H 0.01329 -3.97979 -2.46640
H -1.44224 -3.57135 -1.51542
H -2.81008 0.25678 -2.98028
H -4.26057 2.26813 -3.24152
C -2.33615 -4.26464 2.28320
C -1.32122 -3.35414 2.91848
O -0.75632 -2.50973 1.90377
C 0.27450 -1.76982 2.43041
C 1.21633 -1.33234 1.40964
C 2.58814 -1.14242 1.72887
C 3.15355 -1.34421 3.02232
C 4.53055 -1.49265 3.16007
Cl 5.15662 -2.03797 4.66023
C 5.39910 -1.28627 2.06941
C 4.85545 -0.90878 0.82993
C 3.48272 -0.85930 0.65604
O 0.32881 -1.58457 3.64324
H -2.66554 -4.99003 3.03057
H -3.22983 -3.73015 1.94626
H -1.90315 -4.81846 1.44526
H -1.76752 -2.73410 3.70519
H -0.50524 -3.95438 3.34286
H 1.08314 -1.76243 0.40966
H 2.48629 -1.48776 3.86805
H 6.47010 -1.42199 2.18949
H 5.50017 -0.67837 -0.01791
H 3.03823 -0.64019 -0.32267
```

Summary:
LUMO ... -0.045 Eh
Electronic energy ... -53768.601 eV
Largest force on an atom ... 1.85 eV/Å
E_HOMO ... -5.5401 eV
ΔE to the lowest compared entry with this formula, charge and spin ... 0.0 kcal/mol

In the natural (NBO) picture, each atom carries the following charge in e: C -0.26; O -0.47; C 0.41; C -0.28; C 0.10; N -0.28; C -0.23; C -0.38; C -0.06; C -0.07; C -0.16; C -0.28; C 0.33; O -0.50; C -0.25; C -0.32; C -0.15; C 0.54; C -0.71; O -0.62; C 0.13; C -0.33; H 0.22; H 0.19; H 0.19; H 0.26; H 0.25; H 0.23; H 0.23; H 0.21; H 0.23; H 0.22; H 0.20; H 0.18; H 0.19; H 0.22; H 0.22; H 0.21; H 0.25; H 0.21; H 0.25; H 0.25; C -0.62; C -0.07; O -0.56; C 0.74; C -0.52; C 0.07; C -0.27; C -0.06; Cl -0.01; C -0.28; C -0.19; C -0.26; O -0.67; H 0.21; H 0.19; H 0.21; H 0.19; H 0.19; H 0.25; H 0.25; H 0.21; H 0.21; H 0.23


Density functional theory data (ωB97M-V with the def2-TZVPD basis set) for C16H21Cl2CoGeNO3Se as an isolated structure.

Structure (XYZ):
```
46
C16H21Cl2CoGeNO3Se, DFT ωB97M-V with the def2-TZVPD basis set
Co -0.14323 1.33157 -1.03205
Cl 0.08822 -3.50982 -1.12781
C 1.31551 -2.38206 -0.64881
C 2.59263 -2.86668 -0.31008
C 3.59361 -2.02450 0.07391
Cl 5.15316 -2.67327 0.50161
C 3.36701 -0.62895 0.12906
C 4.31288 0.34893 0.51610
C 3.96584 1.66975 0.52461
C 2.66523 2.04297 0.13185
N 1.77324 1.15664 -0.23049
C 2.08902 -0.16733 -0.23118
C 1.00949 -1.03576 -0.60990
O -0.16543 -0.54098 -0.87271
H 2.77243 -3.93212 -0.35386
H 5.30781 0.03649 0.80388
H 4.67523 2.43154 0.81573
H 2.35964 3.08253 0.09470
C -1.72953 -2.06997 1.75559
Ge -3.10214 -0.98826 0.91646
C -3.19047 -1.27304 -1.00013
C -4.79682 -1.42310 1.78642
C -2.95014 0.95826 1.20452
Se -1.25599 1.89518 1.05646
C -0.24229 0.84671 2.33165
H -1.97681 -3.11481 1.56004
H -1.71827 -1.91750 2.83522
H -0.74447 -1.87227 1.33557
H -3.35526 -2.32581 -1.23144
H -2.25133 -0.96944 -1.46436
H -4.00995 -0.69165 -1.42524
H -5.06347 -2.46321 1.59359
H -5.61413 -0.79117 1.43767
H -4.69444 -1.29344 2.86528
H -3.35911 1.21279 2.18414
H -3.58058 1.44587 0.45782
H 0.02128 -0.11197 1.89890
H -0.85808 0.71548 3.21855
H 0.65443 1.40661 2.58458
C 1.32639 3.26563 -3.92569
C 0.59181 2.51071 -2.86646
O 0.43348 1.26171 -2.92859
O 0.15492 3.11235 -1.83226
H 1.22486 2.76185 -4.88405
H 2.38419 3.28259 -3.65719
H 0.96963 4.29096 -3.98162
```

Summary:
2S+1 ... 2
LUMO (alpha / beta) ... -0.004 / -0.004 Eh
Electronic energy ... -209101.430 eV
Largest force on an atom ... 0.50 eV/Å
⟨S²⟩ ... 0.76
E_HOMO (alpha / beta) ... -7.6634 / -7.6354 eV
ΔE to the lowest compared entry with this formula, charge and spin ... 0.0 kcal/mol

In the natural (NBO) picture, each atom carries the following charge in e: Co 1.12; Cl 0.01; C -0.15; C -0.19; C -0.07; Cl -0.01; C -0.10; C -0.12; C -0.27; C 0.07; N -0.50; C 0.09; C 0.39; O -0.76; H 0.24; H 0.23; H 0.23; H 0.21; C -1.09; Ge 1.63; C -1.10; C -1.09; C -1.04; Se 0.41; C -0.79; H 0.24; H 0.22; H 0.23; H 0.24; H 0.27; H 0.22; H 0.23; H 0.23; H 0.23; H 0.23; H 0.25; H 0.23; H 0.23; H 0.23; C -0.72; C 0.77; O -0.69; O -0.72; H 0.24; H 0.24; H 0.24


Density functional theory data (ωB97M-V with the def2-TZVPD basis set) for an isolated ion of composition C5H6N and charge +1 in a non-equilibrium geometry.

Structure (XYZ):
```
12
C5H6N, DFT ωB97M-V with the def2-TZVPD basis set
C -0.65986 -2.49800 1.16584
C -0.16649 -1.30855 0.82197
C 0.02032 -0.07659 0.37180
C 0.25284 1.39838 0.31696
C -0.21644 1.70978 -1.05909
N 0.72642 0.55904 -0.81274
H -1.60987 -2.71916 0.68395
H -0.21319 -3.34256 1.76268
H 0.86643 2.03635 1.08651
H -1.03195 1.32145 -1.66044
H 0.28388 2.55891 -1.50544
H 1.74792 0.36095 -1.17200
```

Summary:
SMILES string ... C=C=C1[C@@H]2C[N@H+]12
Charge ... +1
LUMO ... -0.145 Eh
Electronic energy ... -6759.880 eV
Largest force on an atom ... 3.28 eV/Å
E_HOMO ... -14.6289 eV
ΔE to the lowest compared entry with this formula, charge and spin ... 122.2 kcal/mol

In the natural (NBO) picture, each atom carries the following charge in e: C -0.32; C 0.06; C 0.05; C -0.03; C -0.18; N -0.40; H 0.25; H 0.27; H 0.31; H 0.26; H 0.25; H 0.48